{"formula": "C29H38N4O4", "method": "ωB97M-V/def2-TZVPD", "species": ["C", "C", "C", "O", "C", "N", "N", "C", "O", "O", "C", "C", "C", "O", "H", "H", "H", "H", "H", "H", "H", "H", "H", "H", "H", "H", "H", "H", "C", "C", "C", "C", "C", "C", "N", "C", "N", "C", "C", "C", "C", "C", "C", "C", "C", "C", "C", "C", "C", "C", "C", "H", "H", "H", "H", "H", "H", "H", "H", "H", "H", "H", "H", "H", "H", "H", "H", "H", "H", "H", "H", "H", "H", "H", "H"], "positions_angstrom": [[5.6245, -6.0329, -3.0752], [5.1675, -4.5897, -3.1571], [6.1406, -3.7165, -3.9017], [5.0046, -4.1045, -1.7600], [4.3454, -2.9377, -1.6830], [4.4651, -2.4878, -0.2967], [3.8160, -1.4941, 0.0428], [3.9262, -1.0904, 1.4797], [4.8456, -0.4213, 1.8892], [2.8124, -1.4479, 2.1175], [2.7265, -1.0051, 3.5503], [1.6096, -1.8581, 4.1197], [2.4932, 0.4782, 3.6184], [3.7732, -2.3668, -2.5840], [5.6927, -6.4693, -4.0782], [6.6179, -6.0855, -2.6107], [4.9261, -6.6460, -2.4966], [4.1749, -4.5305, -3.6273], [6.2540, -4.0567, -4.9367], [5.7942, -2.6756, -3.9289], [7.1223, -3.7757, -3.4071], [3.6826, -1.2503, 4.0379], [1.4764, -1.6725, 5.1899], [0.6716, -1.6239, 3.5975], [1.8289, -2.9251, 3.9840], [2.4100, 0.7947, 4.6648], [3.3305, 1.0212, 3.1603], [1.5541, 0.7249, 3.1008], [1.8688, 6.4539, -0.9482], [0.8358, 5.3719, -0.9728], [1.1515, 4.0929, -0.5185], [0.2062, 3.0585, -0.5105], [0.6335, 1.7156, -0.0253], [-1.0790, 3.3359, -1.0135], [-2.0431, 2.3024, -1.0348], [-2.2657, 1.4653, 0.0293], [-3.3246, 0.6972, -0.3682], [-3.9050, -0.3042, 0.4484], [-4.3061, 0.0351, 1.7500], [-4.1691, 1.4304, 2.2552], [-4.8862, -0.9616, 2.5402], [-5.0396, -2.2648, 2.0703], [-5.6285, -3.3209, 2.9510], [-4.6292, -2.5689, 0.7718], [-4.0519, -1.6036, -0.0538], [-3.5542, -1.9852, -1.4085], [-3.7041, 1.0083, -1.6842], [-2.9277, 2.0085, -2.0910], [-1.4250, 4.6193, -1.4685], [-2.8074, 4.9677, -1.9103], [-0.4498, 5.6229, -1.4490], [1.4329, 7.3855, -1.3193], [2.2417, 6.6162, 0.0720], [2.7285, 6.1880, -1.5778], [2.1626, 3.8840, -0.1702], [-0.1935, 0.9932, -0.0303], [1.4635, 1.3301, -0.6424], [1.0166, 1.7776, 1.0036], [-4.5341, 1.4588, 3.2910], [-3.1237, 1.7682, 2.2176], [-4.7794, 2.1474, 1.6854], [-5.2369, -0.7061, 3.5428], [-5.6341, -4.2772, 2.4206], [-5.0414, -3.4292, 3.8726], [-6.6571, -3.0664, 3.2385], [-4.7442, -3.5859, 0.4006], [-3.6340, -3.0743, -1.4987], [-4.1585, -1.5447, -2.2125], [-2.5008, -1.7158, -1.5682], [-4.5093, 0.4933, -2.1742], [-2.8884, 2.5393, -3.0179], [-2.8425, 6.0504, -2.0739], [-3.0740, 4.4934, -2.8632], [-3.5761, 4.7225, -1.1638], [-0.7040, 6.6201, -1.8011]], "e_homo_ev": -8.25, "homo_lumo_gap_ev": 7.816, "total_energy_ha": -1647.78070, "e_lumo_ev": -0.43, "de_lowest_kj_mol": 243.07}

=====

{"formula": "C18H42ClN4ORuSi2", "method": "ωB97M-V/def2-TZVPD", "species": ["Ru", "Cl", "C", "Si", "C", "C", "C", "C", "C", "C", "C", "C", "H", "H", "H", "H", "H", "H", "H", "H", "H", "H", "H", "H", "H", "H", "H", "H", "H", "H", "H", "H", "H", "C", "N", "C", "N", "C", "N", "C", "N", "C", "C", "H", "H", "H", "H", "H", "H", "H", "H", "H", "H", "H", "H", "C", "Si", "C", "C", "O", "H", "H", "H", "H", "H", "H", "H", "H", "H"], "positions_angstrom": [[0.1776, -0.4156, 0.1767], [-0.7044, 0.1649, -1.7635], [-0.2262, -3.0635, -2.2976], [0.7649, -2.7053, -0.7628], [0.4818, -4.0857, 0.5249], [1.4102, -5.2768, 0.2430], [-0.9633, -4.5918, 0.3861], [0.7250, -3.5729, 1.9607], [2.5723, -2.2805, -1.2125], [3.0085, -3.3259, -2.2607], [2.6706, -0.9019, -1.8770], [3.5165, -2.3495, -0.0083], [0.0093, -4.0814, -2.6231], [0.0226, -2.3721, -3.1014], [-1.3008, -3.0112, -2.1252], [1.2806, -5.6700, -0.7673], [1.1689, -6.0849, 0.9401], [2.4604, -5.0246, 0.3835], [-1.1104, -5.1062, -0.5644], [-1.7085, -3.7982, 0.4401], [-1.1790, -5.3083, 1.1824], [1.7867, -3.6052, 2.2134], [0.1868, -4.1793, 2.6912], [0.4103, -2.5356, 2.0680], [2.4318, -3.2409, -3.1829], [2.9266, -4.3496, -1.8975], [4.0583, -3.1495, -2.5103], [1.9783, -0.7954, -2.7131], [3.6858, -0.7593, -2.2597], [2.4790, -0.0792, -1.1820], [3.5604, -3.3563, 0.4093], [3.2253, -1.6613, 0.7859], [4.5302, -2.0853, -0.3236], [-2.0848, 1.3011, 0.9981], [-3.2284, 1.5813, 1.8254], [-2.8570, 1.4632, 3.2358], [-2.3818, 0.1105, 3.5419], [-1.2275, -0.1781, 2.7378], [-1.5528, -0.0945, 1.2520], [-2.6782, -1.0670, 0.9939], [-3.8243, -0.7605, 1.8098], [-4.2786, 0.6042, 1.5260], [-3.4457, -0.8466, 3.2222], [-1.2772, 2.0054, 1.2056], [-2.3557, 1.3630, -0.0534], [-3.7247, 1.6860, 3.8549], [-2.0675, 2.1808, 3.4648], [-0.8716, -1.1870, 2.9426], [-0.4284, 0.5382, 2.9365], [-2.3037, -2.0588, 1.2467], [-2.9320, -1.0200, -0.0644], [-5.1536, 0.8222, 2.1365], [-4.5545, 0.6818, 0.4737], [-3.1004, -1.8578, 3.4443], [-4.3178, -0.6320, 3.8383], [1.8415, 2.5505, 2.7574], [2.3205, 1.7650, 1.1387], [4.1404, 1.4405, 1.0168], [1.6514, 2.7048, -0.3243], [1.5711, 0.2404, 1.1093], [2.3743, 3.4887, 2.9204], [2.0767, 1.8859, 3.5915], [0.7716, 2.7760, 2.7829], [4.7080, 2.3692, 1.0963], [4.3901, 0.9728, 0.0623], [4.4656, 0.7771, 1.8208], [2.0691, 3.7135, -0.3501], [0.5642, 2.8031, -0.2770], [1.9043, 2.2183, -1.2678]], "e_homo_ev": [-12.02, -12.01], "homo_lumo_gap_ev": [7.560, 7.560], "total_charge": 1, "total_energy_ha": -2139.23768, "e_lumo_ev": [-4.45, -4.45], "de_lowest_kj_mol": 10.31}

=====

{"formula": "C14H12F6N4O5S2Sn", "method": "ωB97M-V/def2-TZVPD", "species": ["Sn", "C", "C", "C", "C", "C", "C", "C", "C", "C", "H", "H", "H", "H", "H", "H", "H", "H", "H", "H", "H", "H", "F", "C", "F", "F", "S", "O", "O", "N", "S", "O", "O", "C", "F", "F", "F", "O", "N", "C", "C", "N", "C", "N"], "positions_angstrom": [[-0.2951, 0.3039, 0.4412], [1.8309, -3.1676, 3.1555], [1.9906, -2.7542, 1.7250], [1.1455, -3.1736, 0.7303], [1.3739, -2.8385, -0.6506], [0.5272, -3.4603, -1.6877], [2.4285, -1.9704, -0.9962], [3.3081, -1.5343, -0.0357], [4.5082, -0.7139, -0.3505], [3.0860, -1.9530, 1.3275], [2.3848, -4.0922, 3.3341], [0.7879, -3.3583, 3.4009], [2.2258, -2.4150, 3.8360], [0.3304, -3.8509, 0.9614], [0.9204, -4.4714, -1.8723], [0.5546, -2.9198, -2.6309], [-0.5011, -3.5957, -1.3500], [2.5859, -1.7172, -2.0377], [5.3609, -1.3850, -0.5058], [4.7749, -0.0515, 0.4724], [4.3776, -0.1377, -1.2641], [3.8117, -1.6465, 2.0740], [-3.1885, -0.6224, -3.6253], [-3.5772, 0.1286, -2.6252], [-4.2687, -0.5602, -1.7477], [-4.2226, 1.1865, -3.0304], [-2.0233, 0.6929, -1.7240], [-1.0970, -0.4641, -1.6093], [-2.3403, 1.0708, -0.3227], [-1.4678, 1.8398, -2.5942], [-0.2352, 2.6636, -2.0114], [0.3366, 1.9291, -0.8237], [0.6980, 3.0455, -2.9935], [-0.9940, 4.2192, -1.2683], [-0.1312, 5.1892, -1.4151], [-1.2284, 3.9986, 0.0223], [-2.1205, 4.4769, -1.8884], [-1.2590, 1.9204, 2.2454], [-1.7646, 2.9583, 2.6319], [-2.9949, 3.2658, 2.8433], [-4.0028, 2.2915, 2.5393], [-4.7676, 1.4927, 2.2344], [-3.3060, 4.5692, 3.3409], [-3.5626, 5.6111, 3.7449]], "e_homo_ev": [-16.49, -16.20], "homo_lumo_gap_ev": [5.974, 7.706], "total_charge": 2, "total_energy_ha": -2744.96658, "e_lumo_ev": [-10.52, -8.49], "de_lowest_kj_mol": 27.00}